[1]
C32H29ClN6O6S4SiSn | ωB97M-V/def2-TZVPD

HOMO level in eV: -2.60
Total charge: -2

Last column: Löwdin charge in e.
Cartesian coordinates (Å):
Sn1 -0.245006 0.957071 0.434293  1.288
N1 0.156250 0.590308 2.770401  -0.091
N2 1.211027 1.385634 3.227258  -0.010
C1 1.502185 2.535178 2.458113  -0.747
O1 2.233408 3.378638 2.961898  -0.001
O2 0.988277 2.544252 1.286730  -0.212
H1 -0.763677 0.822108 3.141977  0.041
H2 0.361493 -0.395464 2.843307  0.078
H3 1.261567 1.565636 4.219763  0.124
S1 -5.102797 -4.927682 -0.329677  1.016
C2 -6.721086 -4.491172 0.023687  -0.442
C3 -6.798258 -3.230046 0.524269  -0.180
C4 -5.528364 -2.600900 0.624873  -0.132
C5 -4.503797 -3.392405 0.195972  -0.459
C6 -3.070931 -3.077814 0.152032  -0.186
C7 -2.570077 -1.941227 0.826391  -0.071
N3 -1.305156 -1.600995 0.844277  0.070
C8 -0.418608 -2.349104 0.157423  -0.186
C9 -0.804891 -3.501973 -0.542468  -0.148
C10 0.175157 -4.270953 -1.253484  -0.025
C11 1.470623 -3.898851 -1.257652  -0.034
C12 1.906332 -2.725196 -0.555462  -0.133
C13 3.247978 -2.309782 -0.560773  0.041
C14 3.627117 -1.164945 0.108993  -0.203
C15 2.589981 -0.457319 0.780486  -0.100
N4 1.329491 -0.815720 0.793454  -0.010
C16 0.972537 -1.945707 0.143384  -0.150
C17 4.959587 -0.593249 0.012405  -0.298
C18 6.142793 -1.211656 0.148228  -0.156
C19 7.268345 -0.301914 0.049830  -0.178
C20 6.984224 1.010116 0.036472  -0.341
S2 5.291389 1.468272 0.172222  0.888
C21 -2.160839 -3.853640 -0.523171  0.011
H4 -7.520232 -5.189306 -0.162258  0.049
H5 -7.723118 -2.750643 0.807927  0.098
H6 -5.398737 -1.586348 0.976497  0.034
H7 -3.244777 -1.289676 1.372569  0.046
H8 -0.153740 -5.148634 -1.797263  0.108
H9 2.208732 -4.471858 -1.807130  0.105
H10 3.979895 -2.869750 -1.133626  0.121
H11 2.833676 0.466472 1.297486  0.107
H12 6.289229 -2.258456 0.414088  0.095
H13 8.295777 -0.646973 0.043583  0.093
H14 7.705021 1.809588 -0.031469  0.070
H15 -2.481093 -4.738070 -1.064210  0.099
S3 -3.712104 5.002508 -0.364662  0.490
C22 -4.727038 3.754739 0.123594  -0.822
N5 -4.424589 2.449822 -0.144628  0.080
C23 -5.207625 1.389023 0.164998  -0.089
C24 -6.401851 1.572291 0.790588  -0.097
C25 -6.758686 2.890300 1.137758  -0.082
C26 -5.952368 3.942855 0.825351  -0.124
H16 -3.525896 2.259473 -0.592253  0.089
H17 -4.821133 0.423783 -0.126480  0.096
H18 -7.024453 0.729505 1.042411  0.086
H19 -7.690206 3.067527 1.663052  0.098
H20 -6.209896 4.958239 1.088222  0.086
C27 4.745734 3.427444 -2.450993  -0.203
Si1 4.360831 1.690765 -1.893194  0.390
C28 5.709543 3.325873 0.539780  -0.319
C29 5.283570 0.516784 -3.010959  -0.187
C30 2.658542 1.342500 -1.610217  -0.276
C31 1.495938 1.194152 -1.250968  -0.158
H21 5.821446 3.594257 -2.531734  0.027
H22 4.315541 4.169853 -1.781442  0.032
H23 4.296835 3.568653 -3.437007  0.035
H24 6.332728 3.828569 -0.199579  0.009
H25 6.203506 3.332504 1.512972  0.023
H26 4.747545 3.830346 0.637032  0.031
H27 6.345578 0.768651 -3.042234  0.029
H28 4.877624 0.588026 -4.022955  0.033
H29 5.179079 -0.511191 -2.673312  0.021
S4 -4.920823 -0.500921 3.342394  0.438
C32 -3.557237 0.267002 2.805479  -0.972
N6 -2.622961 0.793805 2.346771  0.001
O3 -2.366539 -0.030714 -3.759799  -0.342
Cl1 -2.659109 -0.046585 -2.353131  0.671
O4 -4.060894 -0.330831 -2.144954  -0.360
O5 -2.354279 1.262225 -1.774321  -0.459
O6 -1.853264 -1.047076 -1.687224  -0.366

Forces on atoms 1 to 2 (eV/Å):
Sn -0.712 0.839 -0.512
N -0.204 0.122 0.730

[2]
C32H29F9N3O6PRuS3 | ωB97M-V/def2-TZVPD

HOMO level (alpha / beta) in eV: -6.78 / -7.69
Multiplicity: 5

Last column: Löwdin charge in e.
Cartesian coordinates (Å):
Ru1 0.878386 0.037291 0.433175  1.049
O1 0.844129 1.587273 3.388991  -0.060
N1 0.111635 1.815343 2.249414  -0.077
C1 -0.379504 2.987032 2.260108  -0.095
C2 -1.212968 3.621120 1.233679  -0.196
C3 -1.831578 4.800131 1.670103  -0.040
C4 -2.620465 5.561797 0.830656  -0.068
C5 -2.775497 5.168496 -0.489450  -0.062
C6 -2.154465 4.015762 -0.934751  -0.083
C7 -1.385973 3.210267 -0.092176  -0.273
P1 -0.658783 1.668057 -0.808800  0.987
C8 -0.091955 2.338763 -2.403294  -0.419
C9 -0.424607 1.802107 -3.642702  -0.131
C10 0.090652 2.359384 -4.803411  -0.070
C11 0.957913 3.440101 -4.734620  -0.079
C12 1.315705 3.960854 -3.499533  -0.074
C13 0.791200 3.413720 -2.339790  -0.095
C14 -2.182816 0.697301 -1.077480  -0.356
C15 -2.399158 -0.387766 -0.232440  -0.132
C16 -3.543015 -1.167664 -0.339780  -0.071
C17 -4.492103 -0.864248 -1.303560  -0.077
C18 -4.296032 0.223942 -2.145799  -0.069
C19 -3.155370 1.002968 -2.029661  -0.089
H1 1.166735 0.666414 3.240739  0.033
H2 -0.172060 3.597244 3.138266  0.134
H3 -1.677750 5.119584 2.693293  0.111
H4 -3.092414 6.462784 1.198470  0.107
H5 -3.369226 5.759321 -1.174580  0.108
H6 -2.252986 3.743637 -1.977290  0.099
H7 -1.046708 0.919693 -3.705241  0.091
H8 -0.172007 1.932460 -5.762353  0.106
H9 1.368699 3.863683 -5.641797  0.103
H10 2.008873 4.789285 -3.436488  0.105
H11 1.077296 3.829792 -1.379751  0.112
H12 -1.656940 -0.675643 0.501174  0.054
H13 -3.666517 -2.020915 0.315650  0.114
H14 -5.381407 -1.473089 -1.402868  0.105
H15 -5.033960 0.465270 -2.899717  0.106
H16 -3.022337 1.842186 -2.698675  0.096
F1 5.362062 -2.094505 0.681437  0.167
C20 4.996536 -1.069169 1.465640  -0.538
F2 6.118652 -0.459331 1.889581  0.159
F3 4.392327 -1.592530 2.541215  0.156
C21 4.026013 -0.107708 0.706182  -0.327
O2 2.817631 -0.690887 0.641180  -0.276
C22 3.968675 1.246440 1.482063  -0.538
F4 2.891281 1.959287 1.083868  0.104
F5 5.042009 2.024060 1.306023  0.174
F6 3.825014 1.037483 2.798177  0.166
C23 4.586660 0.154080 -0.729201  -0.554
F7 5.904438 0.435250 -0.730698  0.156
F8 3.949407 1.199217 -1.289185  0.145
F9 4.399487 -0.901587 -1.513656  0.161
C24 1.736958 -3.773121 1.112588  -0.121
S1 0.054864 -3.719049 0.597425  0.513
O3 -0.251314 -4.926535 -0.110695  -0.296
O4 -0.772713 -3.389426 1.729821  -0.287
O5 -0.023984 -2.460890 -0.330683  -0.421
H17 1.822692 -4.590348 1.826741  0.079
H18 2.006579 -2.813641 1.550871  0.032
H19 2.348654 -3.970691 0.236455  0.057
O6 1.016402 -0.927469 2.700046  -0.220
N2 0.066960 -1.437931 3.462725  -0.183
C25 0.380333 -2.490537 4.238035  -0.007
C26 -0.576625 -3.079814 5.030744  -0.026
C27 -1.870440 -2.582610 5.026449  -0.047
C28 -2.162343 -1.490068 4.229349  -0.023
C29 -1.173255 -0.927488 3.452211  -0.021
H20 1.408513 -2.807185 4.156368  0.147
H21 -0.298267 -3.930244 5.635621  0.118
H22 -2.637418 -3.037991 5.636466  0.113
H23 -3.153978 -1.062764 4.192183  0.117
H24 -1.308168 -0.073430 2.807675  0.110
S2 0.978555 -0.694438 -2.011243  0.622
C30 0.250493 -2.308674 -1.923108  -1.094
N3 -0.952454 -2.455774 -2.617073  -0.062
C31 -1.345786 -3.847347 -2.768505  -0.242
C32 -0.070417 -4.589794 -3.176381  -0.409
S3 1.320725 -3.629936 -2.498579  0.937
H25 -1.667768 -1.823500 -2.285538  0.096
H26 -2.108877 -3.927280 -3.543808  0.117
H27 -1.741296 -4.270628 -1.841951  0.099
H28 0.040897 -4.611182 -4.259336  0.070
H29 -0.060295 -5.604088 -2.785237  0.073

Forces on atoms 1 to 2 (eV/Å):
Ru -0.144 -0.466 -0.407
O 0.077 -0.090 0.017

[3]
C32H29N3OPPtS3SbSe4 | ωB97M-V/def2-TZVPD

HOMO level in eV: -1.41
Total charge: -2

Last column: Löwdin charge in e.
Cartesian coordinates (Å):
Pt1 1.421714 -0.680122 1.937683  0.130
Se1 5.475689 -3.081793 4.177259  -0.318
Sb1 3.192418 -3.443792 3.485977  -0.329
Se2 1.583801 -1.618073 4.189864  -0.081
Se3 2.744994 -2.614016 1.134888  0.002
Se4 2.230734 -5.639344 3.842088  -0.261
C1 4.708527 -0.022517 -0.645566  -0.082
C2 4.003738 0.950494 0.295181  -0.392
C3 4.836521 2.209298 0.510532  -0.068
C4 2.594421 1.332631 -0.172558  -0.274
C5 2.452336 1.640381 -1.665307  -0.075
O1 1.797723 0.480138 -2.214227  -0.017
C6 1.330707 -0.235986 -1.157266  -0.345
N1 1.647698 0.209126 -0.005441  -0.037
C7 0.556854 -1.441126 -1.526185  -0.148
C8 0.841265 -1.968239 -2.788778  -0.021
C9 0.240109 -3.131427 -3.232831  -0.082
C10 -0.675185 -3.777908 -2.418293  -0.073
C11 -0.982191 -3.250803 -1.174094  -0.067
C12 -0.384957 -2.086563 -0.697618  -0.299
P1 -0.816802 -1.441362 0.972396  0.998
C13 -2.209504 -0.333106 0.552622  -0.363
C14 -2.704782 0.457704 1.595670  -0.119
C15 -3.677135 1.414838 1.360413  -0.096
C16 -4.163940 1.618681 0.072734  -0.095
C17 -3.686979 0.836211 -0.965912  -0.102
C18 -2.734591 -0.147649 -0.724132  -0.102
C19 -1.696354 -2.859526 1.707212  -0.364
C20 -3.083015 -2.999585 1.762942  -0.099
C21 -3.648560 -4.108234 2.377203  -0.110
C22 -2.835697 -5.087241 2.934671  -0.103
C23 -1.454772 -4.955373 2.884411  -0.079
C24 -0.887555 -3.843201 2.280691  -0.110
H1 5.571080 -0.461366 -0.142776  0.086
H2 5.062135 0.479231 -1.552991  0.070
H3 4.061702 -0.855900 -0.924891  0.039
H4 3.865935 0.446842 1.258235  0.103
H5 4.973144 2.759644 -0.428090  0.074
H6 5.826440 1.949348 0.889151  0.079
H7 4.363086 2.877756 1.232545  0.078
H8 2.224022 2.158405 0.432440  0.116
H9 3.400933 1.763802 -2.184863  0.117
H10 1.809789 2.502140 -1.852836  0.114
H11 1.565852 -1.465944 -3.412836  0.114
H12 0.497758 -3.533907 -4.204527  0.097
H13 -1.151117 -4.694983 -2.743470  0.100
H14 -1.700170 -3.763131 -0.547597  0.103
H15 -2.286880 0.342824 2.591169  0.104
H16 -4.024300 2.039522 2.174656  0.100
H17 -4.882894 2.404808 -0.117833  0.097
H18 -4.041185 1.002722 -1.977477  0.099
H19 -2.365743 -0.745265 -1.549659  0.100
H20 -3.720714 -2.240545 1.326135  0.095
H21 -4.727598 -4.206143 2.420297  0.089
H22 -3.281725 -5.948957 3.418125  0.090
H23 -0.794230 -5.690654 3.326602  0.055
H24 0.192338 -3.747596 2.259508  0.016
S1 -2.686556 5.493890 1.013910  0.499
C25 -1.606132 4.236841 1.232593  -1.118
S2 -1.165444 3.627901 2.794212  0.949
C26 -0.171397 2.363580 2.063085  -1.105
N2 -0.187380 2.420700 0.769286  0.019
N3 -0.963794 3.481914 0.318148  -0.130
C27 -0.990854 3.632096 -1.096000  -0.195
C28 -0.893119 2.488196 -1.878319  -0.033
C29 -0.864207 2.597874 -3.258746  -0.078
C30 -0.927785 3.845357 -3.863163  -0.104
C31 -1.003321 4.985269 -3.074032  -0.092
C32 -1.029350 4.887633 -1.690923  -0.049
S3 0.667848 1.289859 3.095459  0.434
H25 -0.826617 1.528592 -1.388711  0.092
H26 -0.782777 1.700520 -3.859573  0.107
H27 -0.905734 3.929636 -4.942645  0.092
H28 -1.033803 5.964404 -3.535841  0.096
H29 -1.084462 5.770571 -1.073989  0.062

Forces on atoms 1 to 2 (eV/Å):
Pt 0.515 0.030 0.270
Se 0.016 -0.012 0.004

What are the molecular weight values for these records? In order: 904.1, 950.8, 1231.5 g mol⁻¹.